{
  "formula": "C3H6O3",
  "method": "ωB97M-V with the def2-TZVPD basis set",
  "elements": ["O", "C", "C", "O", "C", "O", "H", "H", "H", "H", "H", "H"],
  "coordinates": [[-0.93, 1.19, 0.82], [-1.17, -0.14, 0.48], [0.14, -0.94, 0.51], [1.32, -0.38, -0.17], [1.36, 0.57, -1.09], [0.47, 1.32, -1.44], [-0.48, 1.54, 0.03], [-1.70, -0.25, -0.47], [-1.84, -0.55, 1.26], [0.03, -1.93, 0.06], [0.46, -1.04, 1.55], [2.36, 0.61, -1.54]],
  "mulliken_charge": [-0.547, -0.433, -0.265, -0.316, 0.243, -0.581, 0.374, 0.260, 0.341, 0.295, 0.249, 0.379],
  "e_tot_ev": -9350.14668,
  "fmax_ha_per_bohr": 0.01102,
  "lumo_ev": 0.84,
  "homo_ev": -10.30,
  "charge": 0,
  "relative_energy_ev": 1.170,
  "smiles": "O=COCCO"
}

---

{
  "formula": "C5H10N",
  "method": "ωB97M-V with the def2-TZVPD basis set",
  "elements": ["C", "C", "H", "H", "H", "H", "C", "C", "C", "N", "H", "H", "H", "H", "H", "H"],
  "coordinates": [[-0.62, -2.67, -0.03], [-1.71, -1.77, 0.04], [-0.06, -2.88, 0.88], [-0.33, -3.17, -0.95], [-2.06, -1.44, 1.01], [-2.34, -1.46, -0.80], [1.15, 1.71, 0.45], [0.78, 1.77, 1.72], [0.58, 0.92, -1.74], [0.41, 0.92, -0.48], [1.97, 2.29, 0.04], [0.04, 1.06, 2.07], [1.19, 2.50, 2.40], [-0.11, 0.38, -2.39], [1.40, 1.46, -2.19], [-0.31, 0.36, -0.03]],
  "mulliken_charge": [-0.017, -0.407, 0.317, 0.332, 0.395, 0.371, 0.281, -0.757, 0.038, 0.075, 0.323, 0.177, 0.291, 0.248, 0.252, 0.082],
  "e_tot_ev": -6814.17628,
  "fmax_ha_per_bohr": 0.01746,
  "lumo_ev": [-10.34, -13.96],
  "homo_ev": [-18.52, -18.51],
  "charge": 2,
  "relative_energy_ev": 1.094,
  "spin_multiplicity": 2
}

---

{
  "formula": "C8H13INS",
  "method": "ωB97M-V with the def2-TZVPD basis set",
  "elements": ["C", "C", "C", "C", "C", "C", "C", "C", "N", "S", "I", "H", "H", "H", "H", "H", "H", "H", "H", "H", "H", "H", "H", "H"],
  "coordinates": [[-2.63, 1.54, -1.32], [-3.84, 1.09, -0.91], [-2.30, 1.00, 1.02], [-1.66, 1.47, -0.15], [3.05, -0.95, -0.49], [1.58, -1.02, 1.55], [-0.30, 1.68, -0.11], [0.60, -0.98, -0.58], [1.76, -1.47, 0.09], [-3.93, 0.73, 0.77], [-1.27, -1.94, -0.19], [-2.33, 1.67, -2.38], [-4.66, 1.12, -1.48], [-1.78, 1.00, 1.91], [3.92, -1.54, -0.16], [2.98, -1.08, -1.51], [3.12, 0.17, -0.25], [1.15, -1.80, 2.11], [2.61, -0.96, 2.16], [0.89, -0.13, 1.60], [0.33, 1.55, 0.77], [0.19, 2.29, -0.87], [0.67, -0.89, -1.63], [1.83, -2.53, 0.05]],
  "mulliken_charge": [-0.838, -0.254, -0.607, 0.947, -0.886, -0.614, -0.722, -1.024, 0.096, -0.056, 0.116, 0.337, 0.589, 0.440, 0.352, 0.407, 0.328, 0.431, 0.343, 0.094, 0.304, 0.300, 0.520, 0.397],
  "e_tot_ev": -28921.58455,
  "fmax_ha_per_bohr": 0.07467,
  "lumo_ev": [-4.76, -4.28],
  "homo_ev": [-10.72, -11.60],
  "charge": 1,
  "relative_energy_ev": 2.328
}

---

{
  "formula": "C4H8BrNO2",
  "method": "ωB97M-V with the def2-TZVPD basis set",
  "elements": ["C", "C", "C", "C", "N", "O", "O", "Br", "H", "H", "H", "H", "H", "H", "H", "H"],
  "coordinates": [[1.19, 0.86, 1.86], [0.87, 0.17, 0.47], [-0.52, 0.60, 0.05], [-0.94, -0.24, -1.60], [-1.29, -1.68, -1.29], [-2.45, -1.95, -1.15], [-0.33, -2.47, -1.23], [0.61, -0.29, -2.68], [2.21, 0.67, 2.28], [1.26, 2.02, 1.68], [0.39, 0.56, 2.65], [1.83, 0.53, -0.13], [0.91, -0.97, 0.76], [-0.69, 1.59, -0.32], [-1.42, 0.24, 0.73], [-1.63, 0.39, -2.06]],
  "mulliken_charge": [-1.174, -0.047, -0.602, -0.482, 0.954, -0.577, -0.507, -0.092, 0.349, 0.293, 0.303, 0.268, 0.176, 0.345, 0.269, 0.523],
  "e_tot_ev": -79900.39233,
  "fmax_ha_per_bohr": 0.09159,
  "lumo_ev": 0.02,
  "homo_ev": -10.15,
  "charge": 0,
  "relative_energy_ev": 4.629,
  "smiles": "CCC[C@@H](Br)[N+](=O)[O-]"
}

---

{
  "formula": "C28H42N4O4P2",
  "method": "ωB97M-V with the def2-TZVPD basis set",
  "elements": ["C", "C", "C", "C", "C", "C", "C", "C", "C", "P", "N", "O", "C", "P", "O", "O", "O", "C", "N", "C", "C", "C", "C", "C", "C", "N", "C", "N", "C", "C", "C", "C", "C", "C", "C", "C", "C", "C", "H", "H", "H", "H", "H", "H", "H", "H", "H", "H", "H", "H", "H", "H", "H", "H", "H", "H", "H", "H", "H", "H", "H", "H", "H", "H", "H", "H", "H", "H", "H", "H", "H", "H", "H", "H", "H", "H", "H", "H", "H", "H"],
  "coordinates": [[2.66, 4.14, 1.31], [3.73, 3.19, 1.94], [3.19, 1.74, 1.86], [3.25, 0.95, 3.19], [3.17, -0.60, 3.00], [1.69, -1.09, 3.04], [1.30, -2.14, 1.93], [0.10, -1.69, 1.09], [-1.27, -2.07, 1.41], [-1.64, -3.09, 2.92], [-0.49, -2.66, 4.16], [-3.07, -2.58, 3.59], [-2.24, -1.64, 0.51], [-3.99, -2.13, 0.78], [-4.64, -1.25, 1.76], [-4.01, -3.67, 1.23], [-4.89, -2.08, -0.56], [-1.91, -0.84, -0.62], [-2.94, -0.43, -1.43], [-2.60, 0.34, -2.43], [-3.69, 0.88, -3.33], [-3.79, 2.41, -3.04], [-4.76, 2.74, -1.88], [-4.07, 3.08, -0.54], [-3.02, 4.19, -0.62], [-2.97, 4.88, 0.69], [-1.23, 0.69, -2.66], [-0.21, 0.30, -1.95], [-0.60, -0.47, -0.89], [0.41, -0.93, 0.00], [1.83, -0.56, -0.35], [2.47, -1.51, -1.37], [1.91, -2.70, -1.77], [2.58, -3.48, -2.69], [3.79, -3.12, -3.24], [4.56, -3.97, -4.24], [4.36, -1.92, -2.83], [3.69, -1.15, -1.90], [1.83, 4.32, 2.00], [3.14, 5.07, 0.98], [2.22, 3.64, 0.44], [4.62, 3.28, 1.32], [3.94, 3.48, 2.98], [2.16, 1.69, 1.50], [3.78, 1.20, 1.10], [4.13, 1.21, 3.79], [2.35, 1.23, 3.76], [3.71, -1.02, 3.86], [3.72, -0.93, 2.10], [1.55, -1.55, 4.02], [1.02, -0.23, 2.97], [1.08, -3.09, 2.43], [2.17, -2.35, 1.30], [-0.53, -1.64, 4.25], [-0.87, -2.99, 5.05], [-2.95, -2.43, 4.54], [-4.89, -4.04, 1.10], [-4.39, -2.48, -1.29], [-4.61, 0.40, -2.99], [-3.45, 0.67, -4.38], [-4.12, 2.96, -3.93], [-2.78, 2.78, -2.81], [-5.39, 3.59, -2.15], [-5.45, 1.90, -1.68], [-3.68, 2.17, -0.07], [-4.86, 3.45, 0.13], [-2.03, 3.75, -0.80], [-3.26, 4.95, -1.38], [-2.27, 5.61, 0.68], [-2.73, 4.19, 1.39], [-1.02, 1.32, -3.53], [1.83, 0.44, -0.79], [2.48, -0.52, 0.53], [0.96, -3.02, -1.35], [2.14, -4.44, -2.99], [5.07, -4.76, -3.67], [3.92, -4.44, -4.99], [5.35, -3.36, -4.69], [5.32, -1.57, -3.20], [4.17, -0.22, -1.57]],
  "mulliken_charge": [-1.171, -0.552, 0.522, -1.111, -0.963, -0.858, -2.146, 0.083, 1.225, -0.187, -0.567, -0.456, 0.595, 1.108, -0.709, -0.531, -0.544, -0.229, -0.249, 0.451, -1.076, -0.626, -0.816, -0.581, -0.280, -0.711, -0.695, -0.421, 0.165, -0.562, 0.217, 0.359, -0.027, -0.927, 0.991, -1.410, -0.936, -0.679, 0.293, 0.398, 0.267, 0.301, 0.342, -0.042, 0.044, 0.474, 0.258, 0.541, 0.544, 0.485, 0.481, 0.847, 0.653, 0.291, 0.319, 0.281, 0.341, 0.315, 0.383, 0.364, 0.384, 0.390, 0.370, 0.361, 0.184, 0.405, 0.227, 0.322, 0.230, 0.223, 0.508, 0.861, -0.796, 0.446, 0.369, 0.283, 0.363, 0.345, 0.307, 0.341],
  "e_tot_ev": -62447.94723,
  "fmax_ha_per_bohr": 0.04604,
  "lumo_ev": -0.50,
  "homo_ev": -8.08,
  "charge": 0,
  "relative_energy_ev": 0.000,
  "smiles": "CCCCCCCc1c(P(N)O)c(P(=O)(O)O)c2nc(CCCCCN)cnc2c1Cc1ccc(C)cc1"
}

---

{
  "formula": "C4H11N2O",
  "method": "ωB97M-V with the def2-TZVPD basis set",
  "elements": ["C", "C", "C", "C", "N", "N", "O", "H", "H", "H", "H", "H", "H", "H", "H", "H", "H", "H"],
  "coordinates": [[0.07, -2.48, 2.18], [0.21, -1.56, 1.01], [-0.10, -1.85, -1.30], [0.30, 2.37, 0.62], [0.15, -1.12, -0.12], [0.55, 1.52, -0.56], [0.49, -1.03, 2.21], [-0.91, -2.60, 2.42], [0.79, -3.17, 2.47], [0.78, -2.70, -1.49], [-1.04, -2.44, -1.26], [-0.14, -1.19, -2.16], [1.10, 3.05, 0.98], [-0.58, 2.91, 0.60], [0.09, 1.66, 1.50], [0.46, 0.36, -0.36], [1.47, 1.73, -0.92], [-0.14, 1.62, -1.28]],
  "mulliken_charge": [-0.194, 0.370, -0.931, -0.708, -0.341, -0.297, -0.404, 0.236, 0.288, 0.286, 0.327, 0.313, 0.318, 0.336, 0.188, 0.464, 0.361, 0.389],
  "e_tot_ev": -9344.95407,
  "fmax_ha_per_bohr": 0.10856,
  "lumo_ev": -2.96,
  "homo_ev": -14.41,
  "charge": 1,
  "relative_energy_ev": 3.903
}

---

Q: Which formula does entry 6 have?
A: C4H11N2O